No. 1
8 unconnected molecules or ions with the total composition C36H44BrF7NO23, computed with the ωB97M-V functional and the def2-TZVPD basis.

Geometry as ORCA input:
```
! wB97M-V def2-TZVPD RIJCOSX def2/J DEFGRID3
* xyz 1 1
C 1.191 -0.160 1.668
C 1.819 0.861 1.718
C 2.776 1.982 1.684
C 4.220 1.422 1.295
C 4.621 2.305 0.103
C 6.091 2.817 -0.053
C 6.703 2.115 -1.292
C 7.127 0.654 -1.003
C 6.062 -0.360 -1.433
O 5.687 -0.167 -2.796
C 4.407 -0.552 -3.066
C 3.720 -1.689 -2.325
O 3.819 0.014 -3.939
N 3.511 3.245 -0.161
C 2.537 3.045 0.643
C 1.246 3.817 0.546
Br 1.525 5.598 -0.202
C 0.225 2.968 -0.265
C 0.854 2.215 -1.461
H 0.771 -1.130 1.808
H 2.901 2.375 2.697
H 4.008 0.403 0.970
H 4.950 1.354 2.098
H 4.539 1.608 -0.741
H 6.652 2.538 0.839
H 6.059 3.901 -0.184
H 5.982 2.203 -2.108
H 7.588 2.682 -1.593
H 7.197 0.537 0.084
H 8.096 0.451 -1.452
H 6.521 -1.355 -1.341
H 5.215 -0.354 -0.744
H 2.820 -1.276 -1.867
H 3.406 -2.440 -3.047
H 4.325 -2.183 -1.566
H 3.505 3.956 -0.882
H 0.830 3.929 1.547
H -0.576 3.596 -0.651
H -0.167 2.208 0.412
H 0.099 1.895 -2.178
H 1.352 1.304 -1.109
H 1.593 2.821 -1.993
C 0.412 -3.172 -4.180
C 0.174 -3.805 -2.833
O -0.726 -2.888 -2.225
C -1.437 -2.303 -3.232
O -2.435 -1.685 -3.078
O -0.840 -2.523 -4.430
F 1.318 -3.847 -2.089
H 1.207 -2.423 -4.148
H 0.639 -3.896 -4.952
H -0.274 -4.791 -2.864
C -0.020 4.593 5.801
C 0.087 4.363 4.319
O 1.168 3.449 4.228
C 1.182 2.731 5.390
O 1.787 1.726 5.543
O 0.410 3.329 6.329
F 0.424 5.489 3.637
H 0.651 5.379 6.149
H -1.033 4.828 6.120
H -0.800 3.922 3.867
C -0.427 -6.903 -7.877
C 1.005 -7.221 -7.533
O 1.187 -6.520 -6.310
C -0.031 -6.459 -5.709
O -0.200 -6.174 -4.567
O -1.017 -6.764 -6.576
F 1.869 -6.730 -8.459
H -0.521 -5.965 -8.421
H -0.912 -7.692 -8.444
H 1.210 -8.281 -7.376
C -3.802 0.841 1.210
C -3.749 -0.011 2.453
O -2.397 0.149 2.873
C -1.994 1.368 2.442
O -1.022 1.932 2.834
O -2.841 1.865 1.515
F -3.976 -1.315 2.179
H -3.480 0.291 0.324
H -4.784 1.268 1.028
H -4.416 0.313 3.253
C -4.616 3.040 8.062
C -4.403 4.528 7.985
O -4.214 4.741 6.591
C -4.909 3.759 5.947
O -5.179 3.772 4.793
O -5.248 2.765 6.804
F -3.281 4.909 8.645
H -3.675 2.491 8.123
H -5.252 2.750 8.892
H -5.247 5.126 8.332
C -9.509 3.742 10.242
C -8.506 3.717 9.118
O -7.267 3.719 9.813
C -7.492 3.111 11.020
O -6.638 2.711 11.731
O -8.819 3.027 11.272
F -8.579 4.831 8.347
H -9.719 4.758 10.579
H -10.445 3.251 9.986
H -8.563 2.834 8.479
C 0.343 -7.391 -12.794
C 0.439 -7.239 -11.298
O 0.148 -8.543 -10.834
C 0.546 -9.413 -11.816
O 0.690 -10.574 -11.663
O 0.759 -8.748 -12.980
F -0.500 -6.381 -10.808
H -0.681 -7.270 -13.152
H 0.992 -6.705 -13.333
H 1.422 -6.937 -10.935
*
```

E_HOMO   -12.60 eV
Orbital gap   9.27 eV
Molecular weight   1071.6 g mol⁻¹

Atom charges from the Mulliken analysis, given in e for atoms 1 to 99: 0.049, -1.810, 1.785, -1.285, 1.360, -1.111, -0.956, -0.784, -0.141, -0.342, 0.616, -0.596, -0.571, 0.236, -0.728, 0.533, -0.022, 0.106, -1.240, 0.518, 0.403, 0.359, 0.351, -0.499, 0.360, 0.394, 0.546, 0.445, 0.330, 0.391, 0.504, -0.066, 0.092, 0.273, 0.385, 0.382, -0.549, 0.663, -0.336, 0.522, 0.218, 0.246, -0.003, 0.401, -0.290, 0.618, -0.533, -0.353, -0.285, 0.173, -0.028, 0.306, -0.441, 0.601, -0.126, 0.569, -0.516, -0.361, -0.348, 0.280, 0.219, 0.114, -0.371, 0.383, -0.310, 0.523, -0.520, -0.307, -0.298, 0.307, 0.261, 0.326, -0.414, 0.290, -0.293, 0.687, -0.521, -0.322, -0.289, 0.287, 0.270, 0.282, -0.276, 0.490, -0.348, 0.710, -0.550, -0.350, -0.286, 0.280, 0.139, 0.207, -0.442, 0.325, -0.239, 0.588, -0.484, -0.321, -0.294

***

No. 2
A molecular structure, C24H18Br4GeInO5S, computed with the ωB97M-V functional and the def2-TZVPD basis.

Geometry as ORCA input:
```
! wB97M-V def2-TZVPD RIJCOSX def2/J DEFGRID3
* xyz 0 2
In -0.781 -2.240 0.230
Br -6.150 0.250 4.223
C -4.889 -0.130 2.809
C -5.222 0.459 1.551
Br -6.741 1.557 1.303
C -4.515 -0.030 0.424
Br -5.096 0.285 -1.328
C -3.340 -0.817 0.591
O -2.518 -1.117 -0.438
C -2.936 -1.205 1.970
O -1.779 -1.749 2.127
C -3.853 -0.999 3.053
Br -3.516 -2.013 4.593
C 2.349 -1.696 -1.165
Ge 0.940 -0.535 -0.534
C 0.714 0.445 -2.197
C -0.294 0.308 -3.128
C -0.286 0.934 -4.393
C 0.685 1.891 -4.595
C 1.815 1.987 -3.789
C 1.870 1.220 -2.626
C 1.885 0.786 0.650
C 3.043 0.308 1.275
C 4.037 1.134 1.748
C 3.900 2.508 1.577
C 2.703 3.034 1.133
C 2.450 4.350 1.393
C 1.175 4.905 1.162
C 0.202 4.086 0.603
C 0.398 2.768 0.355
C 1.634 2.165 0.621
H 2.483 -2.705 -0.690
H 3.306 -1.271 -1.076
H 2.232 -2.014 -2.222
H -1.152 -0.298 -2.808
H -0.977 0.666 -5.191
H 0.591 2.743 -5.325
H 2.561 2.684 -4.000
H 2.796 1.182 -1.978
H 3.222 -0.777 1.360
H 4.945 0.718 2.194
H 4.617 3.294 1.748
H 3.206 4.976 1.861
H 0.896 5.969 1.237
H -0.766 4.484 0.328
H -0.329 2.123 -0.149
C -0.915 -6.270 1.205
S -0.448 -4.960 0.114
O -1.742 -4.160 -0.144
O 0.402 -3.964 0.966
O 0.190 -5.514 -1.024
H -1.542 -5.933 2.009
H -0.009 -6.718 1.684
H -1.448 -7.101 0.702
*
```

E_HOMO (alpha / beta)   -7.97 / -7.97 eV
Orbital gap (alpha / beta)   7.64 / 5.19 eV
Molecular weight   925.5 g mol⁻¹

Electronic structure analysis, natural (NBO) charges in units of e: 1.600, 0.105, -0.121, -0.134, 0.163, -0.173, 0.143, 0.304, -0.693, 0.344, -0.663, -0.130, 0.144, -1.095, 0.916, -0.420, -0.220, -0.219, -0.203, -0.223, -0.195, -0.334, -0.223, -0.213, -0.168, -0.075, -0.168, -0.220, -0.200, -0.197, -0.054, 0.241, 0.229, 0.246, 0.216, 0.221, 0.213, 0.212, 0.214, 0.216, 0.218, 0.211, 0.208, 0.220, 0.211, 0.217, -0.896, 2.328, -0.994, -0.993, -0.899, 0.256, 0.263, 0.263

***

No. 3
A molecular structure, C18H20CrF2N3OSi, computed with the ωB97M-V functional and the def2-TZVPD basis.

Geometry as ORCA input:
```
! wB97M-V def2-TZVPD RIJCOSX def2/J DEFGRID3
* xyz 0 2
Cr -0.561 0.978 -0.585
O -0.465 4.502 1.290
C -0.716 3.360 0.907
N 0.128 2.362 0.643
C 1.539 2.633 0.697
C 2.264 1.697 -0.237
C 3.654 1.673 -0.288
C 4.287 0.822 -1.171
C 3.518 0.000 -1.985
C 2.146 0.062 -1.867
N 1.525 0.893 -1.017
C -2.166 2.948 0.688
C -3.197 3.784 1.075
C -4.501 3.349 0.911
C -4.734 2.098 0.360
C -3.649 1.334 -0.028
N -2.391 1.747 0.127
H 1.943 2.491 1.707
H 1.761 3.671 0.424
H 4.220 2.323 0.366
H 5.367 0.794 -1.226
H 3.969 -0.684 -2.690
H 1.500 -0.580 -2.452
H -2.943 4.746 1.498
H -5.331 3.977 1.211
H -5.738 1.720 0.226
H -3.776 0.360 -0.484
C 1.962 -3.717 -0.238
Si 0.468 -3.123 0.720
C 1.018 -2.489 2.389
C -0.736 -4.529 0.979
C -0.304 -1.769 -0.244
C -0.822 -0.965 -1.036
H 2.295 -4.689 0.134
H 2.791 -3.014 -0.131
H 1.740 -3.819 -1.302
H 1.644 -3.226 2.897
H 0.162 -2.270 3.031
H 1.594 -1.569 2.278
H -0.233 -5.377 1.449
H -1.166 -4.873 0.036
H -1.558 -4.220 1.628
F -0.783 -1.465 -3.355
C -1.518 -0.955 -2.334
F -1.691 0.410 -2.639
H -2.512 -1.402 -2.363
*
```

E_HOMO (alpha / beta)   -6.29 / -6.06 eV
Orbital gap (alpha / beta)   6.59 / 6.35 eV
Molecular weight   412.5 g mol⁻¹

Electronic structure analysis, natural (NBO) charges in units of e: 0.720, -0.670, 0.597, -0.664, -0.271, 0.265, -0.249, -0.146, -0.268, 0.073, -0.479, 0.154, -0.217, -0.149, -0.257, 0.069, -0.467, 0.208, 0.227, 0.224, 0.220, 0.226, 0.214, 0.254, 0.221, 0.225, 0.198, -1.104, 1.596, -1.101, -1.103, -0.410, -0.278, 0.236, 0.239, 0.239, 0.234, 0.241, 0.244, 0.237, 0.238, 0.240, -0.334, 0.535, -0.360, 0.155

***

No. 4
13 unconnected molecules or ions with the total composition C34H70Cl12N7O8, computed with the ωB97M-V functional and the def2-TZVPD basis.

Geometry as ORCA input:
```
! wB97M-V def2-TZVPD RIJCOSX def2/J DEFGRID3
* xyz -1 1
C 2.470 -0.592 2.181
C 1.958 -0.756 0.756
N 0.637 -0.193 0.571
C -0.541 -0.881 0.908
C -1.551 -0.176 0.397
N -1.054 0.948 -0.254
C 0.276 0.898 -0.100
C -1.863 1.909 -0.983
H 1.750 -1.027 2.874
H 2.591 0.463 2.438
H 3.508 -0.920 2.229
H 1.906 -1.787 0.413
H 2.669 -0.204 0.138
H -0.533 -1.741 1.556
H -2.606 -0.392 0.377
H 0.963 1.507 -0.712
H -2.545 2.539 -0.422
H -2.258 1.430 -1.878
H -1.098 2.577 -1.407
C 2.185 2.748 -2.686
O 3.014 3.508 -3.314
O 1.138 3.262 -2.128
O 2.481 1.486 -2.520
Cl -3.479 -4.541 -1.906
C -2.174 -3.392 -1.430
C -0.933 -4.071 -0.923
Cl -0.099 -5.089 -2.152
H -2.587 -2.759 -0.642
H -2.006 -2.693 -2.248
H -1.092 -4.779 -0.113
H -0.195 -3.355 -0.564
Cl 4.270 3.768 1.424
C 2.693 4.267 0.705
C 2.856 5.373 -0.313
Cl 3.182 6.962 0.503
H 2.065 4.639 1.513
H 2.226 3.398 0.247
H 1.949 5.491 -0.901
H 3.660 5.201 -1.024
Cl 2.759 -2.340 -5.269
C 3.294 -1.367 -3.886
C 3.991 -2.270 -2.879
Cl 2.870 -3.287 -1.943
H 2.472 -0.823 -3.426
H 4.040 -0.661 -4.244
H 4.604 -1.700 -2.184
H 4.672 -2.941 -3.399
Cl -0.200 0.990 -6.423
C 0.580 0.246 -4.986
C -0.307 0.345 -3.737
Cl -1.767 -0.635 -3.924
H 1.500 0.818 -4.882
H 0.751 -0.798 -5.232
H -0.483 1.421 -3.658
H 0.234 0.109 -2.823
Cl -5.192 3.710 -3.126
C -3.915 4.787 -2.482
C -4.366 6.237 -2.449
Cl -4.651 6.817 -4.119
H -2.997 4.750 -3.066
H -3.675 4.451 -1.474
H -3.683 7.001 -2.087
H -5.323 6.338 -1.940
Cl 5.104 0.888 3.684
C 4.770 2.170 4.895
C 5.623 2.014 6.146
Cl 5.084 0.652 7.178
H 3.707 2.171 5.122
H 5.000 3.149 4.476
H 5.567 2.905 6.763
H 6.619 1.798 5.766
C 6.285 -3.751 1.894
O 7.465 -3.486 2.028
N 5.337 -3.488 2.804
C 4.017 -4.067 2.632
C 5.592 -2.909 4.107
H 5.872 -4.303 1.038
H 3.783 -4.151 1.569
H 3.177 -3.471 2.993
H 3.881 -5.039 3.116
H 5.628 -3.721 4.839
H 6.507 -2.327 4.180
H 4.814 -2.225 4.451
C -2.680 5.880 1.027
O -2.704 4.683 0.809
N -1.928 6.817 0.435
C -2.134 8.231 0.653
C -0.889 6.404 -0.497
H -3.406 6.354 1.716
H -2.861 8.465 1.424
H -2.508 8.653 -0.287
H -1.166 8.716 0.788
H -0.621 5.357 -0.397
H -1.027 6.764 -1.517
H -0.013 6.970 -0.157
C 0.731 -4.977 2.508
O 0.665 -3.969 1.827
N 1.317 -6.126 2.117
C 1.268 -7.307 2.958
C 1.696 -6.393 0.737
H 0.368 -5.089 3.543
H 0.862 -8.218 2.522
H 0.690 -7.095 3.862
H 2.235 -7.594 3.382
H 1.793 -5.453 0.196
H 2.670 -6.880 0.670
H 0.988 -7.006 0.178
C -3.963 -1.278 2.154
O -3.023 -1.190 2.922
N -4.323 -2.459 1.591
C -5.561 -2.522 0.826
C -3.647 -3.693 1.922
H -4.575 -0.425 1.841
H -5.806 -1.612 0.289
H -6.391 -2.877 1.446
H -5.433 -3.330 0.099
H -4.043 -4.279 2.752
H -3.579 -4.327 1.038
H -2.615 -3.463 2.187
C -4.456 0.282 -1.698
O -3.731 -0.406 -0.993
N -5.170 -0.185 -2.748
C -6.141 0.673 -3.390
C -5.020 -1.545 -3.200
H -4.565 1.366 -1.529
H -6.422 1.446 -2.674
H -7.068 0.157 -3.647
H -5.749 1.112 -4.310
H -5.973 -2.076 -3.134
H -4.708 -1.510 -4.249
H -4.261 -2.081 -2.648
*
```

E_HOMO   -2.60 eV
Orbital gap   4.21 eV
Molecular weight   1130.4 g mol⁻¹

Atom charges from the Mulliken analysis, given in e for atoms 1 to 99: -0.914, -0.103, 0.477, -0.786, -1.032, 0.628, -0.579, -0.972, 0.273, 0.355, 0.184, -0.166, 0.355, 0.939, 0.705, 0.582, 0.458, -0.036, 0.168, 0.372, -0.899, -0.563, -0.678, -0.223, 0.823, 0.300, -0.192, -0.516, 0.139, 0.138, -0.462, -0.264, 0.519, -0.344, -0.272, 0.387, -0.528, 0.042, 0.440, -0.236, 0.593, -0.891, -0.033, -0.573, 0.343, 0.320, 0.408, -0.254, -0.579, 0.663, -0.243, 0.370, 0.285, 0.195, -0.493, -0.194, 0.240, -0.207, -0.215, 0.378, -0.323, -0.033, 0.408, -0.104, -0.474, -0.507, -0.209, 0.337, 0.309, 0.361, 0.314, 0.128, -0.609, 0.335, -1.066, -1.035, 0.343, 0.247, 0.199, 0.424, 0.372, 0.326, 0.314, -0.051, -0.500, 0.306, -0.823, -0.796, 0.244, 0.292, 0.327, 0.282, 0.122, 0.277, 0.350, -0.105, -0.402, 0.467, -1.018

***

No. 5
2 unconnected molecules or ions with the total composition C4H12, computed with the ωB97M-V functional and the def2-TZVPD basis.

Geometry as ORCA input:
```
! wB97M-V def2-TZVPD RIJCOSX def2/J DEFGRID3
* xyz 0 1
C -1.884 0.211 0.829
C -1.200 -0.823 1.769
H -1.418 0.300 -0.149
H -2.897 -0.098 0.589
H -1.934 1.166 1.343
H -0.490 -1.376 1.161
H -1.896 -1.479 2.273
H -0.610 -0.276 2.501
C 1.614 -0.188 -1.877
C 1.473 0.782 -0.753
H 0.690 -0.585 -2.309
H 2.172 0.237 -2.706
H 2.100 -1.123 -1.574
H 1.631 0.389 0.255
H 0.481 1.235 -0.674
H 2.167 1.628 -0.678
*
```

E_HOMO   -11.54 eV
Orbital gap   12.71 eV
Molecular weight   60.1 g mol⁻¹
SMILES   CC.CC

Electronic structure analysis, natural (NBO) charges in units of e: -0.611, -0.613, 0.204, 0.202, 0.203, 0.205, 0.208, 0.202, -0.624, -0.629, 0.209, 0.210, 0.208, 0.207, 0.208, 0.211

***

No. 6
2 unconnected molecules or ions with the total composition C30H30Cl2F12IN2O3PS, computed with the ωB97M-V functional and the def2-TZVPD basis.

Geometry as ORCA input:
```
! wB97M-V def2-TZVPD RIJCOSX def2/J DEFGRID3
* xyz 0 1
C 2.407 -3.629 1.486
C 2.072 -3.640 -0.111
C 0.717 -2.828 -0.426
C -0.257 -3.573 -1.487
C -0.774 -2.568 -2.653
C -2.397 -2.379 -2.638
C -2.863 -0.892 -3.038
C -3.775 -0.161 -1.917
C -2.914 1.099 -1.335
C -3.704 1.910 -0.197
C -2.816 2.975 0.618
C -1.319 2.500 0.894
C -0.278 2.716 -0.217
C 1.228 2.232 -0.062
N 2.053 2.502 -1.208
C 3.339 1.967 -0.928
S 4.602 2.137 -2.312
O 5.321 0.826 -2.579
O 3.816 2.438 -3.582
C 5.753 3.585 -2.067
F 6.371 3.848 -3.312
F 4.917 4.726 -1.785
C 6.773 3.454 -0.835
F 7.537 4.678 -0.824
F 6.116 3.406 0.425
C 7.840 2.263 -0.949
F 8.311 2.013 -2.259
F 7.349 1.010 -0.437
C 9.170 2.574 -0.055
F 10.097 3.395 -0.730
F 8.846 3.026 1.240
F 9.814 1.301 0.100
C 3.830 1.247 0.351
N 2.976 1.050 1.463
C 1.637 1.535 1.261
C 0.628 1.301 2.471
C 1.201 0.613 3.764
F 1.780 -0.671 3.457
F 0.347 0.414 4.849
F 2.300 1.410 4.253
C -0.831 1.779 2.236
P -2.163 1.521 3.554
O -3.635 0.981 2.872
I -2.576 3.805 4.474
H 1.445 -3.633 2.127
H 3.070 -2.716 1.724
H 3.000 -4.567 1.779
H 2.943 -3.106 -0.633
H 1.950 -4.726 -0.451
H 0.134 -2.693 0.561
H 1.024 -1.794 -0.810
H 0.333 -4.443 -1.955
H -1.132 -3.996 -0.880
H -0.430 -3.049 -3.649
H -0.230 -1.568 -2.530
H -2.847 -2.776 -1.665
H -2.776 -3.091 -3.470
H -3.430 -0.968 -4.040
H -1.898 -0.272 -3.177
H -3.859 -0.891 -1.027
H -4.798 0.178 -2.299
H -2.674 1.806 -2.221
H -1.915 0.650 -1.002
H -4.270 1.155 0.453
H -4.520 2.524 -0.748
H -3.352 3.195 1.608
H -2.815 3.975 0.039
H -0.618 3.241 -1.179
H 4.908 0.868 0.409
H -3.697 0.001 2.926
Cl -3.919 -1.851 1.280
C -5.591 -2.268 1.412
C -6.606 -1.310 1.398
Cl -6.286 0.382 1.231
C -7.935 -1.709 1.522
C -8.254 -3.056 1.655
C -7.243 -4.011 1.663
C -5.915 -3.618 1.542
H -8.730 -0.970 1.515
H -9.290 -3.361 1.752
H -7.489 -5.063 1.763
H -5.132 -4.368 1.552
*
```

E_HOMO   -8.91 eV
Orbital gap   6.63 eV
Molecular weight   955.4 g mol⁻¹
SMILES   CCCCCCCCCCCc1cc2nc(S(=O)(=O)C(F)(F)C(F)(F)C(F)(F)C(F)(F)F)cnc2c(C(F)(F)F)c1P(O)I.Clc1ccccc1Cl

Electronic structure analysis, Mulliken charges in units of e: -0.845, -0.501, -0.048, -0.537, -0.620, -0.470, -0.844, 0.381, -0.758, 0.704, -1.164, 0.077, -0.357, 0.271, -0.515, 0.431, 1.194, -0.606, -0.648, 0.496, -0.220, -0.270, 0.630, -0.295, -0.230, 0.560, -0.251, -0.247, 0.566, -0.215, -0.218, -0.244, -0.537, -0.314, 0.115, -0.502, 0.796, -0.199, -0.208, -0.277, 0.921, -0.034, -0.247, -0.082, 0.254, 0.143, 0.312, 0.209, 0.371, 0.102, -0.002, 0.421, 0.206, 0.299, 0.254, 0.294, 0.246, 0.335, 0.330, -0.533, 0.437, 0.253, 0.223, -0.967, 0.523, 0.140, 0.459, 0.316, 0.355, 0.245, -0.060, 0.276, 0.532, -0.114, -0.521, -0.456, -0.532, -0.545, 0.423, 0.365, 0.370, 0.399